2 unconnected molecules or ions with the total composition C4H11NO3, computed with wB97M-V/def2-TZVPD.

Summary:
Orbital gap (eV): 10.489
Energy relative to the best compared isomer or geometry (same formula, charge and spin) (kcal per mole): 73.7
DFT total energy (eV): -11956.9131
Multiplicity: 1
SMILES: O=CNO.CCCO
E_LUMO (eV): 0.64
Charge: 0
Largest force on an atom (eV/Å): 2.59

CARTESIAN COORDINATES (ANGSTROEM)
1 O -2.539 -0.660 0.157
2 O -1.022 2.507 0.213
3 O -0.049 -1.797 -0.314
4 N -1.965 0.523 -0.301
5 C 1.331 0.566 -1.035
6 C 0.695 -1.246 0.751
7 C 1.284 0.186 0.439
8 C -1.404 1.410 0.555
9 H -1.881 -1.364 -0.024
10 H -1.456 1.061 1.601
11 H 0.336 0.532 -1.480
12 H -2.276 0.834 -1.214
13 H 1.486 -1.950 1.041
14 H 2.309 -0.061 0.767
15 H 0.954 0.986 1.098
16 H -0.007 -1.163 1.580
17 H 0.526 -1.866 -1.102
18 H 1.988 -0.093 -1.613
19 H 1.690 1.596 -1.118

---

2 unconnected molecules or ions with the total composition C3H10N2O, computed with wB97M-V/def2-TZVPD.

Summary:
Orbital gap (eV): 7.224
Energy relative to the best compared isomer or geometry (same formula, charge and spin) (kcal per mole): 70.3
DFT total energy (eV): -8298.4547
Multiplicity: 1
E_LUMO (eV): 0.35
Charge: 0
Largest force on an atom (eV/Å): 1.31

CARTESIAN COORDINATES (ANGSTROEM)
1 O -0.992 -1.367 -0.286
2 N -0.260 1.937 1.163
3 N 0.963 1.012 -0.564
4 C -0.005 0.950 0.297
5 C 1.265 -0.048 -1.542
6 C -0.923 -2.195 0.819
7 H -1.086 -1.699 1.799
8 H -0.616 -0.023 0.307
9 H 2.345 -0.175 -1.553
10 H -1.686 -2.985 0.757
11 H 1.564 1.820 -0.602
12 H 0.887 0.298 -2.504
13 H 0.044 -2.725 0.923
14 H -0.830 1.661 1.940
15 H 0.746 -0.972 -1.284
16 H 0.335 2.729 1.344

---

A molecular structure, C32H32AsBrN4O13S2Ti, computed with wB97M-V/def2-TZVPD.

Summary:
Orbital gap (eV): 6.758
Energy relative to the best compared isomer or geometry (same formula, charge and spin) (kcal per mole): 72.9
DFT total energy (eV): -241949.2175
Multiplicity: 1
E_LUMO (eV): -0.89
Charge: 0
Largest force on an atom (eV/Å): 4.78

CARTESIAN COORDINATES (ANGSTROEM)
1 Br 5.517 14.798 12.411
2 As 15.816 15.952 8.227
3 Ti 14.218 16.532 11.214
4 S 13.516 18.670 9.189
5 S 14.966 21.965 15.408
6 O 15.517 17.895 11.464
7 O 14.904 15.790 9.775
8 O 11.871 16.990 7.503
9 O 13.100 17.219 12.790
10 O 14.586 18.171 8.309
11 O 17.235 16.727 8.817
12 O 9.911 16.829 10.398
13 O 12.983 17.554 10.066
14 O 13.948 19.834 9.986
15 O 15.757 14.631 14.438
16 O 14.792 15.249 12.515
17 O 11.414 14.861 11.498
18 O 12.983 18.335 14.711
19 N 11.642 12.836 12.875
20 N 12.573 23.060 15.907
21 N 12.924 21.190 17.067
22 N 9.921 11.481 13.338
23 C 10.113 14.863 11.712
24 C 11.425 22.830 16.752
25 C 11.461 21.393 17.204
26 C 7.889 16.055 11.595
27 C 11.068 10.689 13.567
28 C 15.428 19.008 12.524
29 C 9.630 18.209 10.617
30 C 12.585 8.946 14.031
31 C 15.482 15.521 13.667
32 C 13.489 11.174 13.555
33 C 13.657 17.862 13.826
34 C 10.449 20.087 6.085
35 C 9.475 13.807 12.497
36 C 9.243 15.919 11.212
37 C 13.655 9.830 13.773
38 C 12.179 11.608 13.321
39 C 10.312 12.697 12.878
40 C 16.155 16.961 13.636
41 C 11.954 20.669 7.936
42 C 17.773 18.281 12.206
43 C 13.427 22.027 16.086
44 C 16.837 17.125 12.315
45 C 12.143 19.282 8.135
46 C 11.015 21.013 6.996
47 C 11.277 9.329 13.988
48 C 8.108 13.800 12.501
49 C 10.608 18.739 6.283
50 C 16.849 19.556 12.321
51 C 15.205 18.198 13.759
52 C 7.382 14.922 12.165
53 C 13.496 19.951 17.538
54 C 11.512 18.273 7.338
55 H 17.041 16.239 11.713
56 H 10.757 22.031 6.768
57 H 10.484 23.074 16.297
58 H 12.854 23.927 15.471
59 H 8.984 11.135 13.281
60 H 10.421 8.700 14.166
61 H 9.944 20.397 5.185
62 H 13.426 19.269 16.711
63 H 9.979 18.546 11.605
64 H 11.551 16.365 6.787
65 H 7.421 12.961 12.773
66 H 14.742 19.827 12.237
67 H 11.113 21.143 18.260
68 H 14.516 20.048 17.980
69 H 15.508 18.781 14.694
70 H 10.241 18.720 9.861
71 H 12.662 21.420 8.416
72 H 16.882 16.910 14.464
73 H 8.547 18.424 10.554
74 H 14.328 11.843 13.539
75 H 18.111 18.175 11.140
76 H 16.763 20.125 11.405
77 H 14.664 9.455 13.752
78 H 17.038 20.299 13.130
79 H 7.387 17.028 11.447
80 H 18.634 18.164 12.896
81 H 12.823 7.893 14.242
82 H 10.893 20.714 16.543
83 H 10.210 18.040 5.563
84 H 11.743 13.978 12.045
85 H 12.861 19.577 18.364
86 H 11.426 23.480 17.657

---

A gas-phase ion, C2H7N4S2 (charge +1), computed with wB97M-V/def2-TZVPD.

Summary:
Orbital gap (alpha / beta) (eV): 7.898 / 7.898
Energy relative to the best compared isomer or geometry (same formula, charge and spin) (kcal per mole): 55.6
DFT total energy (eV): -29807.7596
Multiplicity: 1
SMILES: N[C@H]1S[N+]([S-])=N[C@@H]1[NH3+]
E_LUMO (alpha / beta) (eV): -4.92 / -4.92
Charge: +1
Largest force on an atom (eV/Å): 4.92

CARTESIAN COORDINATES (ANGSTROEM)
1 S -1.564 1.389 0.534
2 S -3.717 -0.512 0.014
3 N -1.125 -0.974 -0.444
4 N 0.959 1.772 -0.634
5 N 0.889 -1.544 0.522
6 N -2.174 -0.241 -0.199
7 C 0.184 -0.539 -0.385
8 C 0.224 0.960 0.257
9 H 1.274 -2.489 0.183
10 H 0.290 -1.698 1.354
11 H 1.777 -1.270 0.914
12 H 0.802 1.056 1.160
13 H 0.904 2.758 -0.218
14 H 0.605 1.721 -1.609
15 H 0.671 -0.389 -1.449

---

A molecular structure, C24H61NO24S7Si, computed with wB97M-V/def2-TZVPD.

Summary:
Orbital gap (eV): 9.846
DFT total energy (eV): -160226.5280
Multiplicity: 1
E_LUMO (eV): -0.75
Charge: 0
Largest force on an atom (eV/Å): 0.80

CARTESIAN COORDINATES (ANGSTROEM)
1 S -0.796 -4.180 -9.548
2 S -3.491 -3.091 -5.545
3 S 7.999 3.199 10.462
4 S 0.626 -3.341 -3.043
5 S -8.847 -0.383 -5.919
6 S -1.743 2.049 6.016
7 S 2.088 5.105 3.782
8 Si 5.903 3.707 4.794
9 O -4.481 -2.293 -6.486
10 O 6.880 2.830 9.648
11 O -4.226 -4.015 -4.737
12 O -9.030 0.364 -4.713
13 O -2.848 2.587 6.748
14 O 0.614 -3.240 -1.461
15 O 9.170 2.379 10.481
16 O 1.405 4.743 4.982
17 O 2.240 3.787 2.911
18 O -1.202 -2.839 -9.843
19 O -8.847 -1.814 -5.885
20 O -0.681 1.399 6.729
21 O 1.911 -3.804 -3.470
22 O 0.071 -2.140 -3.593
23 O -2.385 -3.553 -6.332
24 O 1.641 6.181 2.984
25 O -2.281 1.051 4.900
26 O -1.786 -5.214 -9.500
27 O 7.491 3.448 11.941
28 O 2.516 -0.484 1.992
29 O -9.896 0.097 -7.008
30 O 3.640 5.253 4.070
31 O 1.851 1.099 3.289
32 O 0.346 -4.619 -10.568
33 N 2.186 -0.303 3.083
34 C 3.312 2.993 3.476
35 C -4.020 -0.272 6.054
36 C 6.464 1.946 4.496
37 C -7.401 0.200 -6.730
38 C 0.191 -4.192 -8.098
39 C -2.693 -0.267 5.324
40 C 7.641 1.230 13.023
41 C 2.824 1.714 4.130
42 C -4.981 -2.971 -7.668
43 C -0.057 -4.984 -11.907
44 C 6.199 4.110 6.591
45 C -0.444 -3.793 -12.760
46 C -2.986 -1.742 -4.545
47 C -6.030 -4.009 -7.330
48 C 4.033 3.912 4.490
49 C 1.640 -2.435 -0.829
50 C -11.257 -0.386 -6.887
51 C -1.085 3.271 4.946
52 C 6.865 4.834 3.644
53 C 6.757 2.380 12.592
54 C -0.546 -4.641 -3.209
55 C 1.414 -0.947 -0.984
56 C 8.472 4.855 10.105
57 C -12.025 0.276 -5.764
58 H -4.323 -1.302 6.248
59 H 3.557 3.765 5.468
60 H 6.069 1.253 5.241
61 H -7.507 1.265 -6.917
62 H -0.721 -4.783 -4.275
63 H 1.501 -0.635 -2.023
64 H -1.472 -4.350 -2.717
65 H -11.708 -0.156 -7.850
66 H 5.872 3.244 7.174
67 H -0.631 -4.125 -13.781
68 H -4.153 -3.404 -8.233
69 H -13.065 -0.051 -5.796
70 H 1.040 -3.532 -8.254
71 H 6.266 1.579 3.487
72 H -4.788 0.217 5.455
73 H 5.600 4.971 6.893
74 H -6.827 -3.565 -6.731
75 H 8.932 4.841 9.120
76 H -11.614 0.016 -4.790
77 H 2.155 -0.404 -0.403
78 H -0.863 -5.716 -11.848
79 H 2.395 1.906 5.117
80 H 7.551 1.959 4.615
81 H 3.947 2.759 2.619
82 H 0.418 -0.670 -0.637
83 H -6.562 0.020 -6.061
84 H -5.607 -4.832 -6.758
85 H -2.763 -0.837 4.399
86 H 5.955 2.049 11.931
87 H 7.790 4.333 3.353
88 H 2.614 -2.738 -1.214
89 H -6.458 -4.419 -8.245
90 H 8.463 1.589 13.642
91 H 8.070 0.711 12.168
92 H 0.815 -5.484 -12.323
93 H -1.344 -3.309 -12.385
94 H 6.287 5.036 2.740
95 H -11.239 -1.472 -6.780
96 H -5.422 -2.189 -8.284
97 H 1.598 -2.722 0.220
98 H -1.875 3.614 4.282
99 H -3.955 0.252 7.005
100 H -7.269 -0.350 -7.657
101 H 0.512 -5.211 -7.902
102 H 3.697 1.064 4.256
103 H -0.742 4.084 5.576
104 H -3.867 -1.283 -4.103
105 H -0.135 -5.543 -2.766
106 H -1.900 -0.711 5.927
107 H -2.437 -1.031 -5.155
108 H 7.258 4.245 6.808
109 H -0.442 -3.822 -7.296
110 H 6.299 2.859 13.454
111 H 7.049 0.517 13.597
112 H -0.262 2.834 4.390
113 H 7.113 5.782 4.119
114 H 0.354 -3.051 -12.767
115 H -11.990 1.361 -5.862
116 H -2.339 -2.142 -3.770
117 H 7.586 5.484 10.106
118 H 9.190 5.181 10.852

---

2 unconnected molecules or ions with the total composition C4H10NO3, computed with wB97M-V/def2-TZVPD.

Summary:
Orbital gap (eV): 6.965
Energy relative to the best compared isomer or geometry (same formula, charge and spin) (kcal per mole): 74.0
DFT total energy (eV): -11942.1895
Multiplicity: 1
E_LUMO (eV): 3.68
Charge: -1
Largest force on an atom (eV/Å): 2.72

CARTESIAN COORDINATES (ANGSTROEM)
1 O 0.739 -2.801 0.875
2 O -3.365 0.505 -1.527
3 O -1.103 1.676 -1.383
4 N 2.348 -0.597 0.822
5 C -0.007 1.412 -0.589
6 C 0.425 -1.796 1.484
7 C 0.145 -0.066 -0.269
8 C 0.882 -0.447 0.956
9 H -3.670 1.418 -1.422
10 H 2.612 -1.529 0.522
11 H -0.414 -1.878 2.187
12 H 0.868 1.844 -1.130
13 H 2.813 0.096 0.270
14 H -2.389 0.892 -1.592
15 H -0.938 -0.324 -0.226
16 H -0.135 2.020 0.344
17 H 0.481 -0.689 -1.103
18 H 0.707 0.262 1.781

---

Copy entry 1 word for word.
2 unconnected molecules or ions with the total composition C4H11NO3, computed with wB97M-V/def2-TZVPD.

Summary:
Orbital gap (eV): 10.489
Energy relative to the best compared isomer or geometry (same formula, charge and spin) (kcal per mole): 73.7
DFT total energy (eV): -11956.9131
Multiplicity: 1
SMILES: O=CNO.CCCO
E_LUMO (eV): 0.64
Charge: 0
Largest force on an atom (eV/Å): 2.59

CARTESIAN COORDINATES (ANGSTROEM)
1 O -2.539 -0.660 0.157
2 O -1.022 2.507 0.213
3 O -0.049 -1.797 -0.314
4 N -1.965 0.523 -0.301
5 C 1.331 0.566 -1.035
6 C 0.695 -1.246 0.751
7 C 1.284 0.186 0.439
8 C -1.404 1.410 0.555
9 H -1.881 -1.364 -0.024
10 H -1.456 1.061 1.601
11 H 0.336 0.532 -1.480
12 H -2.276 0.834 -1.214
13 H 1.486 -1.950 1.041
14 H 2.309 -0.061 0.767
15 H 0.954 0.986 1.098
16 H -0.007 -1.163 1.580
17 H 0.526 -1.866 -1.102
18 H 1.988 -0.093 -1.613
19 H 1.690 1.596 -1.118

---

Look up the largest force on an atom of the first one.
2.59 eV/Å